Entry 1:
C31H48AlBeBr8F7I2KN3O11 as an isolated structure. Source: OMol25; level of theory: wB97M-V/def2-TZVPD.

Element x y z (Å)
C -1.4913 2.5279 3.4582
C -2.0669 2.1006 2.0626
C -1.0437 1.2263 1.1987
C 0.1339 2.2348 0.8292
C 1.3403 1.5448 0.1008
C 2.3953 2.5605 -0.4855
C 2.8235 3.6126 0.5989
O 2.0740 4.8114 0.3087
C 1.8352 5.5729 1.4878
C -1.6640 0.7863 -0.1685
N -2.2141 -0.6183 -0.2539
Br -0.8946 -1.6115 -1.2401
C -3.4937 -0.7299 -1.1739
I -3.3783 -1.8174 -3.1048
C -4.7190 -0.1615 -0.8741
C -4.9788 0.6196 0.4383
I -6.3839 -0.3415 -2.2627
C -2.3176 -1.3493 1.0738
C -0.9958 -1.1780 1.9054
N -0.5167 0.1986 2.0946
H -0.4048 2.2947 3.5796
H -2.0410 2.1214 4.3304
H -1.5466 3.6468 3.4972
H -2.9218 1.4035 2.2738
H -2.4276 2.9536 1.4421
H 0.5372 2.7571 1.7229
H -0.3225 2.9630 0.1066
H 1.8968 0.9594 0.8876
H 1.0630 0.8070 -0.6846
H 2.0343 3.0402 -1.4186
H 3.3134 1.9612 -0.7175
H 2.6865 3.2580 1.6468
H 3.9057 3.8823 0.4713
H 2.5691 5.3781 2.3033
H 1.9131 6.6481 1.2001
H 0.7973 5.3981 1.8703
H -2.5122 1.4820 -0.3920
H -0.9735 0.9120 -1.0372
H -6.0086 1.0494 0.3450
H -4.3079 1.4871 0.6044
H -5.0353 -0.0370 1.3455
H -2.4147 -2.5127 0.7991
H -3.1594 -1.0465 1.7209
H -0.1351 -1.7960 1.5296
H -1.2236 -1.5982 2.9268
H 0.4704 0.2763 2.2910
Br -3.7761 -2.8631 -0.0890
K -1.8014 -4.5769 -0.1746
F 0.5005 2.6162 -6.0902
Al 0.9754 2.4367 -4.4113
F 0.6620 0.7897 -3.8741
F 0.0500 3.5469 -3.4156
F 2.6836 2.7824 -4.2349
C 3.1652 -2.0992 -1.9417
O 2.2392 -3.1429 -2.2232
C 1.9631 -3.2596 -3.6203
C 2.6984 -4.4405 -4.2302
O 4.1032 -4.2194 -4.2531
C 4.7835 -4.9315 -3.2330
H 3.4580 -2.1799 -0.8940
H 4.0600 -2.1785 -2.5619
H 2.6924 -1.1248 -2.1001
H 2.2082 -2.3331 -4.1463
H 0.8854 -3.4279 -3.7208
H 2.3772 -4.5550 -5.2699
H 2.4576 -5.3670 -3.6974
H 4.7845 -6.0019 -3.4615
H 4.3309 -4.7637 -2.2517
H 5.8148 -4.5794 -3.2055
C -2.5378 -5.1192 6.7536
C -2.5548 -3.9157 7.4542
C -2.8313 -2.6977 6.5934
O -2.9553 -1.5768 7.0266
C -2.9472 -2.8992 5.1441
C -2.9173 -4.1000 4.4430
C -2.7480 -5.3278 5.3156
O -2.7692 -6.4631 4.8987
O -3.0166 -4.2510 3.2274
O -2.3781 -3.7624 8.6557
H -2.3569 -6.0421 7.2971
H -3.0751 -1.9724 4.5929
C -2.9333 0.9397 -7.5653
N -1.6794 0.3970 -6.9901
O -1.6285 0.2554 -5.7888
O -0.7917 0.1365 -7.7694
H -3.6364 1.1280 -6.7592
H -2.6794 1.8636 -8.0800
H -3.3271 0.1977 -8.2564
C 4.7724 -9.7413 -4.0192
Br 3.6646 -8.3345 -4.7839
Br 6.1443 -9.0253 -2.8542
Br 3.7051 -11.0902 -3.1313
H 5.2787 -10.2284 -4.8448
C -1.5267 2.3280 -11.3478
Br -0.6129 0.6333 -11.5410
Br -3.4525 2.1135 -11.3812
Br -0.9389 3.2845 -9.7731
H -1.2603 2.9325 -12.2066
C 0.6137 4.9940 5.0598
C 1.0314 6.1879 5.8933
O 1.0526 5.8525 7.2894
C 2.1566 5.2378 7.7209
O 3.0927 4.9576 7.0364
C 2.0648 4.9862 9.2226
F 0.8675 4.5104 9.5819
F 2.2619 6.1129 9.9170
F 2.9723 4.1063 9.6394
H -0.3419 4.5987 5.4086
H 0.5200 5.2716 4.0101
H 1.3426 4.1853 5.1401
H 0.3030 6.9907 5.7805
H 1.9979 6.5822 5.5755
Be 2.5424 -8.0421 -7.1233

Summary:
ΔE to the lowest compared entry with this formula, charge and spin = 0.0 kcal/mol
LUMO level = -0.2088 Ha
gap between HOMO and LUMO = 2.0 eV

Entry 2:
AgH18O13P as an isolated structure. Source: OMol25; level of theory: wB97M-V/def2-TZVPD.

Element x y z (Å)
Ag -0.0826 -0.0643 0.0504
P 0.2184 2.4807 0.9504
O -1.0586 2.0257 0.2484
O 0.7594 1.9257 -0.3546
O -0.3506 1.4067 1.7874
O 1.2684 1.2727 1.1714
O 2.9144 1.1367 -1.1546
H 3.0224 0.3637 -0.6166
H 2.0274 1.4777 -0.7316
O -2.1906 -2.2403 1.5434
H -1.7926 -1.3663 1.5504
H -1.5276 -2.6743 2.0514
O -2.6106 0.7097 -0.8676
H -3.3516 1.2137 -1.0786
H -1.9156 1.3107 -0.4026
O 0.2104 -0.9873 2.1164
H 1.0284 -1.1773 1.6734
H 0.1474 0.0007 2.0204
O -2.6306 0.4517 1.7354
H -1.6726 0.8647 1.7394
H -2.7756 0.3507 0.8074
O 1.5134 -1.2453 -2.8836
H 1.1964 -0.3873 -2.5696
H 2.4564 -1.2203 -2.8186
O 2.4164 -0.7943 0.9144
H 2.8874 -0.9583 1.7404
H 1.9684 0.1127 0.9894
O -0.2016 -2.3183 -0.8866
H -1.1246 -2.4753 -1.1716
H 0.2644 -2.1323 -1.6856
O -0.1886 0.8057 -2.2936
H 0.2604 1.2397 -1.5316
H -1.0866 0.8917 -2.0436

Summary:
ΔE to the lowest compared entry with this formula, charge and spin = 0.0 kcal/mol
LUMO level = 0.2036 Ha
net charge = -2
gap between HOMO and LUMO = 5.9 eV

Entry 3:
One molecule with the formula C12H24N2O3. Source: OMol25; level of theory: wB97M-V/def2-TZVPD.

Element x y z (Å)
C -1.4042 -1.7112 -0.7158
C -0.2429 -0.6847 -0.7844
C -2.1833 -1.7929 -2.1193
C -2.9352 -0.5190 -2.5283
C -1.3647 -2.3874 -3.2797
C -0.4290 -3.6447 -2.9742
C 1.2597 0.5954 0.8075
C 1.7905 0.2935 2.2622
C 0.5957 1.9947 0.6568
C -0.6900 2.2986 1.5134
C 1.6615 3.1320 0.5982
C 1.8478 3.7366 2.0131
H -2.8554 -2.2417 0.5787
H -2.7988 -0.5676 0.1459
H -1.0104 -2.7467 -0.5554
H -2.9846 -2.5063 -2.0197
H -2.3084 0.3433 -2.8048
H -3.6196 -0.0419 -1.8182
H -3.4308 -0.7790 -3.4496
H -2.0087 -2.6135 -4.0576
H -0.6917 -1.5619 -3.6673
H -0.9435 -4.5949 -2.7506
H 0.3622 -3.2762 -2.2812
H 0.2358 -3.7630 -3.8987
H -0.2802 -0.7376 1.2952
H 2.1866 0.4992 0.1205
H 0.1569 1.9569 -0.3155
H -1.4719 1.5427 1.4959
H -0.3832 2.4148 2.5938
H -1.2190 3.1535 1.1711
H 2.5805 2.6844 0.1847
H 1.2631 3.8801 -0.0471
H 0.9570 4.1593 2.4242
H 2.1972 2.9703 2.7083
H 2.5861 4.5729 1.9976
H 3.2151 0.1408 3.3672
N -2.2209 -1.3782 0.4121
N 0.1916 -0.3729 0.4789
O 0.3156 -0.2322 -1.8097
O 1.1551 0.0692 3.2657
O 3.1588 0.3510 2.3750

Summary:
ΔE to the lowest compared entry with this formula, charge and spin = 40.8 kcal/mol
LUMO level = 0.0260 Ha
gap between HOMO and LUMO = 10.0 eV
structure (SMILES) = CC[C@H](C)[C@H](N)C(=O)N[C@H](C(=O)O)[C@@H](C)CC

Entry 4:
C44H56Br2N2OP2ReSi4Te as an isolated structure. Source: OMol25; level of theory: wB97M-V/def2-TZVPD.

Element x y z (Å)
Re 0.1275 -0.3558 0.7562
C -3.6534 -1.9120 2.7068
N -2.4180 -1.4292 2.0786
P -0.8087 -1.8230 2.5396
C -0.4930 -1.1234 4.1675
C -1.4849 -0.8505 5.1064
C -1.1435 -0.2585 6.3123
C 0.1800 0.0672 6.5857
C 1.1710 -0.2005 5.6528
C 0.8365 -0.7928 4.4438
C -0.8058 -3.6070 2.7399
C -1.2275 -4.1805 3.9414
C -1.2083 -5.5584 4.0889
C -0.7292 -6.3642 3.0636
C -0.2787 -5.7957 1.8804
C -0.3262 -4.4211 1.7127
P -2.1761 0.0802 1.3403
C -2.1951 1.3094 2.6652
C -3.3645 1.5914 3.3754
C -3.3124 2.4039 4.4968
C -2.1053 2.9649 4.8966
C -0.9456 2.7233 4.1735
C -0.9927 1.8844 3.0700
C -3.6063 0.4948 0.3374
C -4.3242 -0.4875 -0.3457
C -5.3672 -0.1276 -1.1840
C -5.6954 1.2118 -1.3461
C -4.9704 2.1950 -0.6855
C -3.9160 1.8424 0.1428
H -3.4336 -2.8027 3.2927
H -4.3749 -2.1936 1.9426
H -4.1129 -1.1661 3.3569
H -2.5195 -1.0942 4.9089
H -1.9160 -0.0491 7.0407
H 0.4372 0.5267 7.5314
H 2.2012 0.0580 5.8600
H 1.6127 -0.9976 3.7116
H -1.5564 -3.5587 4.7644
H -1.5576 -6.0028 5.0113
H -0.6948 -7.4377 3.1947
H 0.1148 -6.4228 1.0909
H 0.0152 -3.9841 0.7846
H -4.3147 1.1900 3.0424
H -4.2170 2.6083 5.0549
H -2.0677 3.5971 5.7745
H -0.0125 3.1875 4.4643
H -0.0717 1.6809 2.5248
H -4.0736 -1.5317 -0.2133
H -5.9221 -0.8912 -1.7129
H -6.5225 1.4914 -1.9853
H -5.2242 3.2385 -0.8156
H -3.3435 2.6140 0.6416
C -1.6815 -2.1145 -1.5986
C -0.2865 -2.6009 -1.4181
C 0.1444 -3.7532 -2.1027
C 1.3922 -4.2709 -1.9009
C 2.2647 -3.6455 -0.9889
C 3.5703 -4.0937 -0.6530
Br 4.3098 -5.5797 -1.5340
C 4.3087 -3.4463 0.2953
C 3.7959 -2.2972 0.9290
Br 4.8037 -1.4092 2.2326
C 2.5620 -1.8047 0.5967
O 2.0159 -0.6899 1.1291
C 1.7902 -2.4944 -0.3468
N 0.5252 -1.9763 -0.5632
H -2.0750 -2.4127 -2.5687
H -1.7386 -1.0341 -1.4957
H -2.3084 -2.5613 -0.8214
H -0.5427 -4.2277 -2.7893
H 1.7075 -5.1674 -2.4192
H 5.2890 -3.8111 0.5680
C 1.0825 2.1453 -5.9032
Si 0.0599 1.8707 -4.3778
C -0.3695 0.0606 -4.1469
C -1.3962 3.0007 -4.1277
Si 1.6013 2.1619 -2.4310
Te -0.1579 1.7701 -0.6394
Si 3.4511 0.7206 -2.7180
C 4.5072 1.6268 -3.9604
C 2.9402 -0.9581 -3.3613
C 4.2931 0.6019 -1.0563
Si 1.9909 4.5164 -2.3938
C 2.2983 5.0166 -4.1629
C 3.5195 4.8010 -1.3635
C 0.4772 5.3532 -1.6938
H 0.4777 1.9369 -6.7924
H 1.9409 1.4707 -5.9221
H 1.4494 3.1664 -5.9896
H -1.2803 -0.2081 -4.6944
H -0.5327 -0.1649 -3.0920
H 0.4356 -0.5790 -4.5118
H -2.2324 2.6774 -4.7552
H -1.1668 4.0331 -4.3999
H -1.7300 2.9843 -3.0881
H 3.9824 1.7853 -4.9058
H 5.4155 1.0586 -4.1828
H 4.8166 2.6034 -3.5799
H 2.6943 -0.9175 -4.4245
H 2.0742 -1.3559 -2.8255
H 3.7637 -1.6699 -3.2429
H 4.8056 1.5374 -0.8176
H 5.0373 -0.2004 -1.0315
H 3.5705 0.4157 -0.2607
H 2.9866 4.3329 -4.6648
H 2.7489 6.0131 -4.1869
H 1.3717 5.0623 -4.7386
H 4.3916 4.3311 -1.8248
H 3.4072 4.3951 -0.3554
H 3.7366 5.8689 -1.2671
H -0.4308 4.9986 -2.1888
H 0.5353 6.4366 -1.8265
H 0.3740 5.1498 -0.6243

Summary:
ΔE to the lowest compared entry with this formula, charge and spin = 0.0 kcal/mol
LUMO level (alpha / beta) = -0.2576 / -0.2625 Ha
net charge = +2
expectation value of S² = 0.78
gap between HOMO and LUMO (alpha / beta) = 5.2 / 5.2 eV
spin multiplicity = 2

Entry 5:
One molecule with the formula C11H10O3S. Source: OMol25; level of theory: wB97M-V/def2-TZVPD.

Element x y z (Å)
C -1.8740 -1.9375 -0.5200
C -2.8914 -1.7249 0.4695
C -1.2605 -0.8991 -1.0937
C -3.3569 -0.4826 0.7401
C -1.4959 0.5015 -0.6036
C -2.8399 0.6686 0.0801
C 1.6413 -0.6335 0.4942
C 3.1047 -0.2451 0.3700
C 3.1711 1.2863 0.2823
C 1.7768 1.6959 -0.1263
C 0.8411 0.5556 0.0202
O 1.2043 -1.6694 0.9107
O -0.4667 0.7663 0.3977
O 1.2693 1.0095 -1.2349
S -3.7274 2.0602 0.0149
H -1.6269 -2.9498 -0.8000
H -3.3204 -2.5879 0.9566
H -0.4771 -1.0240 -1.8240
H -4.1987 -0.3385 1.4008
H -1.3777 1.2369 -1.4116
H 3.6735 -0.6469 1.2059
H 3.4842 -0.7093 -0.5424
H 3.3996 1.7285 1.2522
H 3.9145 1.6256 -0.4396
H 1.4328 2.7136 0.0009

Summary:
ΔE to the lowest compared entry with this formula, charge and spin = 0.0 kcal/mol
LUMO level (alpha / beta) = 0.0300 / -0.0959 Ha
expectation value of S² = 2.04
gap between HOMO and LUMO (alpha / beta) = 7.9 / 6.0 eV
spin multiplicity = 3

Entry 6:
One molecule with the formula C20H19ClN6. Source: OMol25; level of theory: wB97M-V/def2-TZVPD.

Element x y z (Å)
C 2.6959 0.9937 -1.7098
C 1.5132 0.3183 -1.0966
N 0.5071 0.0370 -1.9060
C -0.5055 -0.5732 -1.2889
N -1.6900 -1.0179 -1.7655
N -2.3915 -1.5652 -0.7596
N -1.7401 -1.4987 0.3293
C -0.5482 -0.8960 0.0817
C 0.5845 -0.5308 0.8425
N 1.5886 0.0749 0.2129
N 0.6779 -0.8085 2.1522
H -0.1671 -1.1371 2.5955
C 1.7098 -0.2486 2.9859
H 1.8248 -0.8885 3.8636
H 2.6331 -0.2472 2.4037
C 1.3795 1.1925 3.4199
C 0.0699 1.2340 4.1532
C 0.0198 1.0461 5.5287
C -1.1931 1.0293 6.1941
C -2.3741 1.1920 5.4901
C -2.3357 1.3774 4.1188
C -1.1213 1.3997 3.4564
H -1.0966 1.5505 2.3861
H -3.2529 1.5038 3.5627
H -3.3212 1.1763 6.0087
H -1.2170 0.8875 7.2648
H 0.9396 0.9167 6.0819
H 1.3316 1.8134 2.5241
H 2.1870 1.5570 4.0561
C -2.1922 -0.9780 -3.1145
C -1.0549 -0.9482 -4.0964
C -0.1528 -2.0055 -4.1790
C 0.9189 -1.9686 -5.0542
C 1.0984 -0.8642 -5.8676
C 0.2090 0.1939 -5.8041
C -0.8553 0.1490 -4.9221
H -1.5416 0.9807 -4.8646
H 0.3478 1.0583 -6.4353
H 1.9362 -0.8325 -6.5473
H 1.6065 -2.7990 -5.0917
Cl -0.3562 -3.3944 -3.1652
H -2.8128 -1.8701 -3.2497
H -2.8220 -0.0901 -3.2407
H 2.5458 1.0814 -2.7813
H 2.8228 1.9811 -1.2708
H 3.5943 0.4176 -1.5018

Summary:
LUMO level = 0.0293 Ha
gap between HOMO and LUMO = 9.3 eV
structure (SMILES) = Cc1nc(NCCc2ccccc2)c2nnn(Cc3ccccc3Cl)c2n1

Entry 7:
One molecule with the formula C3H4O. Source: OMol25; level of theory: wB97M-V/def2-TZVPD.

Element x y z (Å)
O -1.5009 1.1983 -0.0325
C -0.9905 -0.0310 0.2766
C 0.2772 -0.2546 0.1685
C 1.4727 -0.4863 -0.2669
H -0.7350 1.7582 -0.2295
H -1.7018 -0.7852 0.5620
H 0.8807 -1.3186 -0.8352
H 2.2976 -0.0809 0.3570

Summary:
ΔE to the lowest compared entry with this formula, charge and spin = 70.7 kcal/mol
LUMO level = 0.0276 Ha
gap between HOMO and LUMO = 9.0 eV
structure (SMILES) = C=C=CO

Entry 8:
One molecule with the formula C5H7N. Source: OMol25; level of theory: wB97M-V/def2-TZVPD.

Element x y z (Å)
N 2.8656 -0.3649 0.9553
C 1.9275 -0.3477 0.3113
C 0.7520 -0.3060 -0.4533
C -0.4874 -0.9116 0.1463
C -1.2658 0.3170 0.1746
C 0.2712 1.0082 -0.4805
H 0.9419 -0.6840 -1.4489
H -0.9207 -1.6963 -0.4718
H -0.3186 -1.3468 1.1270
H -2.1929 0.2301 -0.3987
H -1.5660 0.7195 1.1412
H 0.5553 1.7347 0.2805
H -0.6343 1.6510 -0.9434

Summary:
ΔE to the lowest compared entry with this formula, charge and spin = 95.9 kcal/mol
LUMO level = 0.0320 Ha
gap between HOMO and LUMO = 10.0 eV
structure (SMILES) = N#CC1CCC1

Entry 9:
One molecule with the formula C5H8N2OS. Source: OMol25; level of theory: wB97M-V/def2-TZVPD.

Element x y z (Å)
C 1.9554 -0.7208 -0.0791
C -0.9276 1.1423 -0.0528
C -1.1777 -0.0631 -0.9762
C 0.3794 1.1035 0.7566
C -0.1177 -2.2225 0.5392
N 1.5547 0.5370 0.3580
N 1.1708 -1.8229 0.1544
O 3.1391 -0.8105 -0.4554
S -1.6366 -1.5175 0.0663
H -1.0869 1.9730 -0.7595
H -1.6841 1.3062 0.6272
H -1.9606 0.2417 -1.5636
H -0.2558 -0.1428 -1.6641
H 0.3569 2.0327 1.4105
H -0.1446 -3.2579 0.7265
H 2.3712 1.2191 0.3940
H 1.9337 -2.4818 0.1765

Summary:
ΔE to the lowest compared entry with this formula, charge and spin = 105.6 kcal/mol
LUMO level (alpha / beta) = 0.0088 / 0.0137 Ha
gap between HOMO and LUMO (alpha / beta) = 7.0 / 7.7 eV

Entry 10:
A 2-piece molecular cluster, CH3BrO overall. Source: OMol25; level of theory: wB97M-V/def2-TZVPD.

Element x y z (Å)
C -0.2747 1.4311 -1.8784
O 0.0773 -0.9847 0.6684
Br 1.2702 2.1282 -2.7031
H 0.1060 0.5432 -1.2462
H 0.0366 -0.4985 1.5509
H -0.5648 -1.6203 0.5113

Summary:
ΔE to the lowest compared entry with this formula, charge and spin = 83.5 kcal/mol
LUMO level = -0.0343 Ha
gap between HOMO and LUMO = 8.1 eV

Entry 11:
A 2-piece molecular cluster, C7H12N2O overall. Source: OMol25; level of theory: wB97M-V/def2-TZVPD.

Element x y z (Å)
C -1.7956 0.2151 -1.1771
C -0.9941 -0.4910 -0.0909
C -0.1281 -1.6237 -0.5678
C 1.0868 -1.5502 -0.0046
C 1.1218 -0.4186 0.9994
N -0.0245 0.3905 0.5798
C -0.5763 1.2329 1.6238
C 2.2451 -2.2861 -0.4201
N 3.2152 -2.7528 -0.8541
H -1.1401 0.5623 -1.9872
H -2.5451 -0.4682 -1.5986
H -2.3278 1.0818 -0.7617
H -1.7094 -0.9099 0.6507
H -0.4577 -2.3698 -1.2893
H 1.0043 -0.8172 2.0266
H 2.0507 0.1700 0.9835
H 0.2071 1.8954 2.0148
H -1.3744 1.8644 1.2111
H -0.9908 0.6406 2.4611
O 1.1381 2.2485 -1.1823
H 0.6752 1.5970 -0.6025
H 1.3195 1.7888 -2.0143

Summary:
ΔE to the lowest compared entry with this formula, charge and spin = 26.3 kcal/mol
LUMO level = 0.0126 Ha
gap between HOMO and LUMO = 9.8 eV
structure (SMILES) = C[C@H]1C=C(C#N)CN1C.O

Entry 12:
One molecule with the formula C17H15N3O2S. Source: OMol25; level of theory: wB97M-V/def2-TZVPD.

Element x y z (Å)
N -5.5158 0.9465 -3.1142
C -4.3977 0.6204 -3.8112
O -4.3052 0.8275 -5.0038
C -3.3034 -0.0046 -3.0162
C -3.5201 -0.7265 -1.8464
C -2.4661 -1.2969 -1.1592
C -1.1650 -1.1487 -1.6320
C -0.9442 -0.4381 -2.8124
C -2.0015 0.1193 -3.4967
H -1.8420 0.6624 -4.4157
H 0.0628 -0.3280 -3.1905
N -0.0543 -1.6947 -0.9856
C 0.0078 -2.3212 0.2230
O -0.9446 -2.5423 0.9354
C 1.4159 -2.7579 0.6163
H 2.1711 -2.3644 -0.0651
H 1.4368 -3.8489 0.5679
C 1.7127 -2.3261 2.0560
C 2.0553 -0.8860 2.1638
N 2.9722 -0.4240 2.9188
C 3.0794 0.9352 2.8519
C 3.9830 1.7220 3.5588
C 3.9632 3.0878 3.3709
C 3.0600 3.6809 2.4913
C 2.1543 2.9198 1.7782
C 2.1684 1.5484 1.9634
S 1.1688 0.3339 1.2229
H 1.4524 3.3754 1.0971
H 3.0663 4.7529 2.3642
H 4.6582 3.7108 3.9135
H 4.6760 1.2506 4.2368
H 0.8183 -2.5259 2.6561
H 2.5422 -2.8971 2.4757
H 0.8209 -1.5286 -1.4636
H -2.6430 -1.8565 -0.2565
H -4.5220 -0.8803 -1.4729
H -5.5581 0.8972 -2.1130
H -6.2631 1.4061 -3.6071

Summary:
ΔE to the lowest compared entry with this formula, charge and spin = 0.0 kcal/mol
LUMO level = 0.0187 Ha
gap between HOMO and LUMO = 9.3 eV
structure (SMILES) = NC(=O)c1ccc(NC(=O)CCc2nc3ccccc3s2)cc1